Here is a cluster of 2 separate species, C9H11BBrF8O6P in total from OMol25. Energies are from ωB97M-V/def2-TZVPD.

Structure (ORCA input):
```
! wB97M-V def2-TZVPD RIJCOSX def2/J DEFGRID3
* xyz 0 1
C -4.2405 -3.8986 0.5885
B -2.7387 -3.6735 0.9656
O -2.0143 -4.7242 1.4541
C -2.0255 -2.2637 0.7766
O -2.9757 -1.4317 0.0180
C -2.4005 -0.2020 0.0954
O -2.2318 0.5722 -0.8084
O -2.0076 -0.0313 1.3813
C -1.8525 -1.3232 1.9553
P -0.1595 -1.2603 2.7500
O 0.1259 -2.8552 2.8002
Br -0.8212 -0.7333 4.8460
H -4.4854 -3.4751 -0.3665
H -4.8795 -3.4910 1.3568
H -4.4267 -4.9569 0.5265
H -2.1367 -5.4615 0.8523
H -1.1483 -2.2935 0.1384
H -2.5804 -1.4738 2.7383
H 0.8613 -3.0218 3.3981
C 1.0419 2.0987 -1.1034
C 1.0146 3.5805 -1.5315
C 1.4349 3.9429 -2.9602
F 2.7164 3.6221 -3.2131
F 1.3088 5.2810 -3.1215
F 1.7097 4.3222 -0.6440
F -0.2871 3.9684 -1.4417
O 2.1417 1.6244 -0.3271
C 3.3094 1.1403 -0.8623
C 4.5240 1.9795 -0.4505
F 4.3964 3.2545 -0.8509
F 5.6290 1.4588 -1.0330
F 3.2390 0.9719 -2.1940
F 3.5057 -0.0853 -0.3243
H 0.2016 2.0024 -0.4187
H 0.8186 1.4329 -1.9356
H 0.7893 3.4451 -3.6890
H 4.6438 1.9581 0.6344
*
```

- Orbital gap: 9.72 eV

Let us look at the natural (NBO) charges, expressed in e, one per atom: number 1, C, carries -1.006; number 2, B, carries 1.021; number 3, O, carries -0.878; number 4, C, carries -0.275; number 5, O, carries -0.511; number 6, C, carries 0.977; number 7, O, carries -0.563; number 8, O, carries -0.501; number 9, C, carries -0.242; number 10, P, carries 1.070; number 11, O, carries -0.980; number 12, Br, carries -0.285; number 13, H, carries 0.253; number 14, H, carries 0.258; number 15, H, carries 0.223; number 16, H, carries 0.501; number 17, H, carries 0.214; number 18, H, carries 0.217; number 19, H, carries 0.508; number 20, C, carries -0.137; number 21, C, carries 0.596; number 22, C, carries 0.520; number 23, F, carries -0.322; number 24, F, carries -0.322; number 25, F, carries -0.312; number 26, F, carries -0.324; number 27, O, carries -0.514; number 28, C, carries 0.850; number 29, C, carries 0.504; number 30, F, carries -0.316; number 31, F, carries -0.324; number 32, F, carries -0.317; number 33, F, carries -0.327; number 34, H, carries 0.244; number 35, H, carries 0.209; number 36, H, carries 0.141; number 37, H, carries 0.149



Here is a cluster of 12 separate species, C23H57BrNO17P in total from OMol25. Energies are from ωB97M-V/def2-TZVPD.

Structure (ORCA input):
```
! wB97M-V def2-TZVPD RIJCOSX def2/J DEFGRID3
* xyz 0 1
C 6.5889 -0.8227 -0.8505
C 5.4164 -1.4090 -1.5485
O 5.4660 -2.0782 -2.5385
O 4.2209 -1.1306 -0.8729
C 3.1318 -0.8451 -1.6324
O 3.1577 -0.4077 -2.7489
C 1.8597 -1.0275 -0.8495
C 0.6503 -0.7054 -1.6450
C -0.0796 0.3990 -1.4761
P 0.2035 1.7734 -0.2925
O 1.8271 2.0365 -0.3508
Br -0.1195 0.6314 1.6378
C -1.2960 0.5684 -2.3092
O -1.6156 1.6374 -2.7942
C -2.0612 -0.6838 -2.5088
C -3.5320 -0.6058 -2.4210
C -3.9260 -0.4452 -0.9287
N -3.2060 -1.4474 -0.1286
C -1.3351 -1.7751 -2.7087
C 0.1431 -1.6689 -2.6907
O 0.8704 -2.2923 -3.4339
H 6.6791 -1.2832 0.1243
H 6.4124 0.2313 -0.6846
H 7.4734 -1.0234 -1.4259
H 1.7732 -2.0489 -0.4922
H 1.9329 -0.4067 0.0323
H 2.0733 2.1499 -1.2787
H -4.0238 -1.4812 -2.8233
H -3.8819 0.2928 -2.9104
H -3.5707 0.5061 -0.5712
H -5.0002 -0.5551 -0.8049
H -3.3001 -2.3592 -0.5511
H -3.5480 -1.4525 0.8205
H -1.8121 -2.7291 -2.8499
C -4.6831 3.3046 1.5298
O -4.6281 2.2213 0.6019
H -3.6739 3.4725 1.8967
H -5.0383 4.2169 1.0451
H -5.3325 3.0638 2.3755
H -5.5158 2.0670 0.2711
C -1.6020 4.1211 -5.4312
O -0.6176 3.8144 -4.4538
H -1.1790 4.8623 -6.1062
H -1.8690 3.2305 -6.0071
H -2.4976 4.5369 -4.9605
H -0.9925 3.1572 -3.8569
C -6.7389 -1.8950 2.2288
O -5.3335 -2.0444 2.4291
H -6.8926 -1.1025 1.5000
H -7.1667 -2.8239 1.8457
H -7.2336 -1.6204 3.1636
H -5.2095 -2.7463 3.0715
C -7.2299 -5.7065 0.1194
O -7.0787 -5.3982 1.5049
H -7.2462 -4.7714 -0.4355
H -6.3914 -6.3160 -0.2239
H -8.1683 -6.2402 -0.0501
H -7.0659 -6.2284 1.9855
C 10.0274 -3.0567 -0.7939
O 9.8234 -1.8774 -0.0193
H 9.0530 -3.4980 -0.9863
H 10.5033 -2.8201 -1.7490
H 10.6428 -3.7793 -0.2515
H 10.6830 -1.4866 0.1493
C 0.7410 7.3557 -6.8016
O 1.7122 7.0261 -5.8148
H 1.1741 8.1021 -7.4621
H 0.4769 6.4713 -7.3885
H -0.1563 7.7705 -6.3336
H 1.3275 6.3641 -5.2339
C 5.4218 2.8864 1.7428
O 5.7527 1.9262 0.7360
H 6.3318 3.1337 2.2831
H 5.0199 3.7947 1.2870
H 4.6921 2.4793 2.4406
H 4.9397 1.7191 0.2684
C 2.1843 -2.3913 3.8973
O 2.9206 -1.5236 3.0432
H 2.8888 -3.0841 4.3501
H 1.6831 -1.8288 4.6900
H 1.4417 -2.9615 3.3318
H 2.2959 -0.9135 2.6449
C -2.2508 1.1497 5.1117
O -3.5313 0.5242 5.0930
H -2.0039 1.3770 6.1452
H -1.4912 0.4781 4.7020
H -2.2654 2.0788 4.5356
H -3.7451 0.3209 4.1787
C 4.4276 5.0133 5.0612
O 4.0770 3.7212 4.5730
H 3.9099 5.7480 4.4507
H 4.1177 5.1361 6.1022
H 5.5049 5.1826 4.9820
H 4.5345 3.0731 5.1132
C -3.5865 -5.9205 0.7931
O -4.1182 -7.2084 0.4762
H -4.0647 -5.1875 0.1489
H -3.7971 -5.6698 1.8352
H -2.5074 -5.9063 0.6195
H -3.6874 -7.8408 1.0549
*
```

- Orbital gap: 7.95 eV

These are the Löwdin partial charges, in e, on atoms 1 to 99: number 1, C, carries 0.038; number 2, C, carries -0.455; number 3, O, carries 0.159; number 4, O, carries 0.102; number 5, C, carries -0.438; number 6, O, carries 0.167; number 7, C, carries -0.048; number 8, C, carries -0.129; number 9, C, carries -0.290; number 10, P, carries 0.653; number 11, O, carries -0.359; number 12, Br, carries 0.323; number 13, C, carries -0.342; number 14, O, carries 0.094; number 15, C, carries -0.172; number 16, C, carries -0.113; number 17, C, carries -0.243; number 18, N, carries 0.024; number 19, C, carries 0.069; number 20, C, carries -0.303; number 21, O, carries 0.150; number 22, H, carries 0.104; number 23, H, carries 0.070; number 24, H, carries 0.083; number 25, H, carries 0.153; number 26, H, carries 0.063; number 27, H, carries 0.065; number 28, H, carries 0.118; number 29, H, carries 0.118; number 30, H, carries 0.082; number 31, H, carries 0.105; number 32, H, carries 0.060; number 33, H, carries 0.044; number 34, H, carries 0.132; number 35, C, carries -0.141; number 36, O, carries -0.140; number 37, H, carries 0.076; number 38, H, carries 0.077; number 39, H, carries 0.077; number 40, H, carries 0.072; number 41, C, carries -0.156; number 42, O, carries -0.136; number 43, H, carries 0.059; number 44, H, carries 0.078; number 45, H, carries 0.079; number 46, H, carries 0.019; number 47, C, carries -0.139; number 48, O, carries -0.136; number 49, H, carries 0.072; number 50, H, carries 0.060; number 51, H, carries 0.080; number 52, H, carries 0.074; number 53, C, carries -0.148; number 54, O, carries -0.137; number 55, H, carries 0.077; number 56, H, carries 0.060; number 57, H, carries 0.078; number 58, H, carries 0.074; number 59, C, carries -0.157; number 60, O, carries -0.131; number 61, H, carries 0.075; number 62, H, carries 0.077; number 63, H, carries 0.074; number 64, H, carries 0.071; number 65, C, carries -0.169; number 66, O, carries -0.123; number 67, H, carries 0.075; number 68, H, carries 0.069; number 69, H, carries 0.075; number 70, H, carries 0.065; number 71, C, carries -0.143; number 72, O, carries -0.136; number 73, H, carries 0.079; number 74, H, carries 0.081; number 75, H, carries 0.062; number 76, H, carries 0.055; number 77, C, carries -0.161; number 78, O, carries -0.135; number 79, H, carries 0.076; number 80, H, carries 0.075; number 81, H, carries 0.074; number 82, H, carries 0.010; number 83, C, carries -0.162; number 84, O, carries -0.127; number 85, H, carries 0.077; number 86, H, carries 0.053; number 87, H, carries 0.071; number 88, H, carries 0.061; number 89, C, carries -0.154; number 90, O, carries -0.134; number 91, H, carries 0.077; number 92, H, carries 0.074; number 93, H, carries 0.076; number 94, H, carries 0.075; number 95, C, carries -0.153; number 96, O, carries -0.133; number 97, H, carries 0.068; number 98, H, carries 0.077; number 99, H, carries 0.077



Here is a structure of composition C19H44N3O9S2 from OMol25. Energies are from ωB97M-V/def2-TZVPD.

Structure (ORCA input):
```
! wB97M-V def2-TZVPD RIJCOSX def2/J DEFGRID3
* xyz -1 1
O 3.7292 2.9513 -1.6276
C 2.7100 2.3691 -1.2909
O 1.6145 2.9957 -0.8300
C 0.3938 2.4064 -1.2841
C -0.5782 2.0706 -0.1717
S 0.1603 1.3548 1.3151
O 0.0347 2.3766 2.3186
O 1.5096 0.9353 1.0146
N -0.8436 0.1502 1.6422
S -0.2561 -1.3362 1.4692
O 0.7735 -1.6773 2.4104
O -1.3720 -2.2485 1.4458
C 0.4812 -1.4947 -0.1822
O -0.4659 -1.9830 -1.1023
C -0.3735 -1.4643 -2.3763
O 0.4445 -2.2152 -3.2330
C 1.7986 -1.8324 -3.2212
C 2.1007 -0.5624 -4.0221
O 2.8219 -0.8395 -5.2195
H 2.6763 1.2746 -1.2695
H 0.5556 1.5407 -1.9144
H -0.0719 3.1460 -1.9261
H -1.1933 2.9039 0.1267
H -1.2552 1.3138 -0.5452
H 0.9310 -0.5655 -0.5083
H 1.2877 -2.2098 -0.0573
H -0.0460 -0.4207 -2.3758
H -1.3672 -1.4977 -2.8016
H 2.2014 -1.7419 -2.2149
H 2.3433 -2.6341 -3.7016
H 1.1948 -0.0378 -4.2886
H 2.7155 0.1030 -3.4215
H 3.7171 -1.0342 -4.9535
C -0.0605 6.8755 2.5878
C 0.7094 7.2550 3.8437
N 0.4160 6.3993 4.9741
C 0.9528 6.8987 6.2233
C 2.4780 6.9887 6.3798
C 0.5832 4.9705 4.7315
C 1.9625 4.4702 4.2924
H -1.1354 6.8841 2.7729
H 0.1548 7.5949 1.7957
H 0.2186 5.8895 2.2164
H 0.4335 8.2783 4.1176
H 1.7844 7.2788 3.5989
H 0.5503 6.2898 7.0375
H 0.5373 7.9009 6.3790
H 2.9283 6.0119 6.5461
H 2.7206 7.6057 7.2488
H 2.9546 7.4459 5.5127
H -0.1393 4.6688 3.9722
H 0.2734 4.4332 5.6308
H 2.4186 5.1181 3.5417
H 1.8547 3.4823 3.8436
H 2.6541 4.3714 5.1295
C -2.0632 -4.9747 -0.6506
C -1.9535 -5.1629 -2.1542
N -1.6618 -6.5289 -2.5611
C -1.3145 -6.6448 -3.9636
C -2.3844 -6.3073 -5.0123
C -2.5632 -7.5403 -2.0468
C -4.0573 -7.4185 -2.3844
H -1.1505 -5.2941 -0.1479
H -2.2117 -3.9197 -0.4252
H -2.9051 -5.5216 -0.2208
H -1.1384 -4.5283 -2.5117
H -2.8753 -4.7781 -2.6230
H -0.9495 -7.6604 -4.1467
H -0.4536 -5.9921 -4.1377
H -3.1276 -7.0983 -5.1078
H -1.9132 -6.1925 -5.9912
H -2.8986 -5.3732 -4.7876
H -2.4618 -7.5571 -0.9598
H -2.2001 -8.5189 -2.3741
H -4.4157 -6.3931 -2.2908
H -4.6404 -8.0306 -1.6924
H -4.2825 -7.7726 -3.3897
*
```

- Orbital gap: 8.42 eV

Let us look at the Löwdin charges, expressed in e, one per atom: number 1, O, carries 0.064; number 2, C, carries -0.341; number 3, O, carries -0.022; number 4, C, carries -0.203; number 5, C, carries -0.192; number 6, S, carries 0.510; number 7, O, carries -0.326; number 8, O, carries -0.333; number 9, N, carries -0.325; number 10, S, carries 0.518; number 11, O, carries -0.324; number 12, O, carries -0.332; number 13, C, carries -0.247; number 14, O, carries -0.104; number 15, C, carries -0.262; number 16, O, carries -0.085; number 17, C, carries -0.180; number 18, C, carries -0.217; number 19, O, carries -0.061; number 20, H, carries 0.128; number 21, H, carries 0.088; number 22, H, carries 0.127; number 23, H, carries 0.096; number 24, H, carries 0.091; number 25, H, carries 0.070; number 26, H, carries 0.113; number 27, H, carries 0.109; number 28, H, carries 0.141; number 29, H, carries 0.114; number 30, H, carries 0.126; number 31, H, carries 0.119; number 32, H, carries 0.103; number 33, H, carries 0.077; number 34, C, carries -0.088; number 35, C, carries -0.283; number 36, N, carries -0.202; number 37, C, carries -0.259; number 38, C, carries -0.092; number 39, C, carries -0.237; number 40, C, carries -0.075; number 41, H, carries 0.078; number 42, H, carries 0.069; number 43, H, carries 0.066; number 44, H, carries 0.112; number 45, H, carries 0.099; number 46, H, carries 0.109; number 47, H, carries 0.104; number 48, H, carries 0.053; number 49, H, carries 0.064; number 50, H, carries 0.063; number 51, H, carries 0.093; number 52, H, carries 0.116; number 53, H, carries 0.070; number 54, H, carries 0.061; number 55, H, carries 0.053; number 56, C, carries -0.077; number 57, C, carries -0.264; number 58, N, carries -0.198; number 59, C, carries -0.253; number 60, C, carries -0.090; number 61, C, carries -0.253; number 62, C, carries -0.087; number 63, H, carries 0.087; number 64, H, carries 0.058; number 65, H, carries 0.066; number 66, H, carries 0.108; number 67, H, carries 0.102; number 68, H, carries 0.108; number 69, H, carries 0.109; number 70, H, carries 0.051; number 71, H, carries 0.066; number 72, H, carries 0.064; number 73, H, carries 0.099; number 74, H, carries 0.110; number 75, H, carries 0.066; number 76, H, carries 0.067; number 77, H, carries 0.050



The lowest orbital gap belongs to which entry?
C23H57BrNO17P